Record 1
# C41H62BrN2O5Se2Si4SnTe

A molecular structure, C41H62BrN2O5Se2Si4SnTe (ωB97M-V/def2-TZVPD, OMol25).

Geometry (Å):
Sn: 1.24951 0.26056 -0.33794
C: -0.61738 -4.21316 -2.72377
Se: 0.19106 -2.41046 -2.78846
C: 1.87361 -3.18135 -3.26293
C: 2.61016 -2.26967 -4.23994
Se: 2.39167 -0.31123 -3.66041
C: 1.59304 0.33852 -5.29305
H: -0.17454 -4.79218 -1.89435
H: -0.45655 -4.75116 -3.66150
H: -1.67504 -4.04460 -2.53276
H: 1.81652 -4.25442 -3.56800
H: 2.50659 -3.20245 -2.38467
H: 2.25079 -2.34176 -5.25705
H: 3.71314 -2.39000 -4.28798
H: 1.08991 1.25911 -5.06132
H: 0.83537 -0.44196 -5.47174
H: 2.29484 0.31783 -6.13866
O: 1.68656 0.94868 1.90873
C: 0.81001 0.47133 2.96181
C: 0.63909 -0.99885 2.75957
C: 0.09823 -1.88073 3.65891
C: -0.06287 -3.20789 3.26943
C: 0.18924 -3.58587 1.98254
C: 0.59517 -2.63900 1.11512
N: 0.84304 -1.34639 1.47579
H: 2.67603 0.83836 2.10593
H: -0.12190 0.95894 2.75806
H: 1.17283 0.83143 3.86777
H: 0.03845 -1.62079 4.70464
H: -0.39018 -3.99311 3.97742
H: 0.09570 -4.59830 1.56696
H: 0.82095 -2.85868 0.03214
Br: -5.97953 -5.61216 0.24771
C: -4.80949 -4.21127 0.53393
C: -5.39343 -3.06907 1.12418
C: -4.72608 -1.83570 1.15949
C: -3.41430 -1.78421 0.76595
C: -2.81362 -2.95946 0.26131
C: -3.49056 -4.18387 0.23867
C: -2.65776 -0.48551 0.67635
O: -1.47336 -0.35733 0.34969
O: -3.43415 0.58388 0.86265
H: -6.48366 -3.08365 1.33084
H: -5.31487 -1.13320 1.74982
H: -1.77810 -2.98822 -0.16357
H: -2.94760 -5.05202 0.03260
C: -4.23361 4.41787 2.75002
Si: -4.60140 3.88520 1.02591
C: -3.78815 5.34600 0.08131
C: -6.53382 3.76363 0.73154
Si: -3.24337 2.12652 0.11499
Te: -0.82851 3.02921 0.29146
Si: -4.45372 1.58586 -2.04360
C: -3.54494 0.35840 -3.08231
C: -5.96938 0.80928 -1.23044
C: -5.02377 3.24143 -2.81850
Si: -0.14517 3.81387 -1.99983
C: 1.60110 4.36496 -1.66964
C: -0.99958 5.19084 -2.78027
C: -0.47058 2.41290 -3.16039
H: -4.88540 3.93251 3.44699
H: -4.35946 5.49454 2.81042
H: -3.25436 4.16933 3.16285
H: -4.18845 6.30976 0.28838
H: -3.77731 5.20587 -1.00506
H: -2.73996 5.36969 0.30311
H: -7.04436 4.52753 1.32805
H: -6.85040 2.84030 1.21481
H: -7.01514 3.80385 -0.26397
H: -2.55084 0.25479 -2.66523
H: -3.46097 0.59486 -4.08605
H: -4.07243 -0.69022 -2.87607
H: -5.96995 -0.33115 -1.05432
H: -6.89558 0.82568 -1.83745
H: -6.23545 1.25219 -0.19705
H: -4.21666 3.93870 -2.70551
H: -5.81039 3.68544 -2.20167
H: -5.19647 3.17629 -3.91762
H: 1.60872 5.18796 -0.95405
H: 2.15294 4.69743 -2.57076
H: 2.10370 3.47506 -1.24025
H: -0.90855 6.09499 -2.09392
H: -2.06306 5.06772 -2.96637
H: -0.46494 5.43142 -3.72115
H: 0.35107 1.62373 -3.04413
H: -0.31186 2.87332 -4.07982
H: -1.43422 1.96693 -3.15655
C: 2.97799 -1.41423 5.95937
C: 3.53497 -0.89321 4.66782
C: 3.82325 0.47273 4.51808
C: 4.42074 0.91236 3.37777
C: 4.84005 0.07880 2.33506
C: 4.60665 -1.25253 2.45229
N: 5.02684 -2.16588 1.50488
C: 5.72480 -1.84665 0.31340
C: 7.04224 -2.32785 0.11714
C: 7.73796 -1.97094 -0.97739
C: 7.24860 -1.02204 -1.93855
C: 6.02266 -0.46858 -1.67773
C: 5.25189 -0.90650 -0.59204
C: 3.77449 -0.50633 -0.44427
O: 2.89901 -1.41101 -0.46103
O: 3.50030 0.73109 -0.16976
C: 3.93470 -1.77129 3.64658
C: 3.65845 -3.24157 3.75644
H: 3.77847 -1.62406 6.63766
H: 2.39887 -2.32727 5.83367
H: 2.44857 -0.64694 6.39598
H: 3.45977 1.17367 5.30026
H: 4.73511 2.00237 3.31196
H: 5.40639 0.50180 1.56368
H: 5.19783 -3.07697 1.81604
H: 7.42511 -3.06176 0.77636
H: 8.70610 -2.39286 -1.09494
H: 7.93864 -0.65510 -2.72770
H: 5.57666 0.22795 -2.38398
H: 3.60911 -3.75349 2.78255
H: 2.73419 -3.43155 4.21006
H: 4.41774 -3.77561 4.31251

Its net charge is +1. The value obtained for the energy above the lowest of the compared OMol25 structures with the same formula, charge and spin is 1.4091 eV. Its HOMO energy is -9.70 eV. For the LUMO energy, the calculation gives -0.078 Ha. The maximum force is 0.0736 Eh/bohr. The gap between HOMO and LUMO is 7.58 eV.

Record 2
# C41H63BN9P2SV

A molecular structure, C41H63BN9P2SV (ωB97M-V/def2-TZVPD, OMol25).

Geometry (Å):
V: 0.36615 0.23816 0.52879
N: 0.85355 -3.86784 0.71949
C: 0.61975 -2.66244 0.12629
N: 0.38165 -1.58654 0.81299
C: 0.31805 -1.62834 2.19649
N: -0.25045 -0.63814 2.80939
N: -0.79565 0.28816 1.97809
C: -1.52525 1.23416 2.56909
C: -2.44675 2.00796 1.89739
C: -3.10525 3.12286 2.45599
C: -3.72285 4.04726 1.66289
C: -3.55185 3.94036 0.25559
C: -3.00915 2.84026 -0.29411
N: -2.80785 1.64616 0.52029
C: 0.87275 -2.78884 2.86609
C: 1.19545 -2.81624 4.21869
C: 1.73375 -3.95614 4.78279
C: 1.92005 -5.09524 4.01049
C: 1.60135 -5.09854 2.66529
C: 1.10525 -3.93794 2.08069
H: 0.97065 -4.69744 0.15719
H: 0.64525 -2.58944 -0.95261
H: -1.41555 1.38206 3.64259
H: -3.03935 3.25576 3.52559
H: -4.20475 4.91266 2.08469
H: -3.76505 4.78996 -0.37141
H: -2.76255 2.73306 -1.33531
H: 1.02195 -1.92944 4.80609
H: 2.00435 -3.96404 5.82729
H: 2.31795 -5.98914 4.46159
H: 1.74975 -5.98534 2.06369
C: 3.60915 -2.21524 -1.46521
C: 4.19785 -1.05284 -0.65871
C: 4.64385 -1.60174 0.70049
C: 5.38905 -0.47604 -1.42471
P: 2.76145 0.16396 -0.31771
C: 2.27025 0.72306 -2.03381
N: 0.96005 0.15896 -2.28701
B: -0.19635 0.18186 -1.41851
N: -1.21555 -0.50914 -2.16531
C: -2.59615 -0.76674 -1.81461
P: -2.67285 -1.54954 -0.09181
C: -4.15065 -0.63424 0.73879
C: -5.56515 -1.01174 0.28159
C: -4.02285 -0.92324 2.23939
C: -4.09645 0.88066 0.47029
C: -3.24255 -3.33474 -0.54731
C: -4.61545 -3.56194 -1.18261
C: -2.19665 -3.85154 -1.54691
C: -3.10475 -4.14494 0.74609
C: -0.68555 -0.95824 -3.35811
C: -1.23795 -1.73284 -4.36471
C: -0.43305 -2.11504 -5.42461
C: 0.88575 -1.69684 -5.50651
C: 1.44305 -0.89264 -4.52611
C: 0.66195 -0.54004 -3.43651
C: 3.46165 1.66726 0.62499
C: 3.17605 1.36066 2.10329
C: 4.92515 2.05076 0.43399
C: 2.60735 2.86516 0.23419
H: 4.40525 -2.90664 -1.73931
H: 2.88125 -2.76084 -0.86891
H: 3.13085 -1.88354 -2.38381
H: 5.33865 -2.43004 0.56259
H: 5.15015 -0.84304 1.29419
H: 3.78335 -1.97124 1.26669
H: 5.98845 -1.29324 -1.82261
H: 5.07825 0.14006 -2.26591
H: 6.03725 0.10936 -0.78341
H: 2.23005 1.81716 -2.08891
H: 2.99135 0.36126 -2.77151
H: -3.16715 0.16726 -1.86041
H: -3.03765 -1.46194 -2.53021
H: -5.82935 -2.01484 0.59209
H: -6.28695 -0.33284 0.73529
H: -5.67585 -0.93684 -0.79681
H: -4.35155 -1.93474 2.45819
H: -2.99585 -0.82664 2.57809
H: -4.64575 -0.24374 2.81749
H: -4.51105 1.06246 -0.52471
H: -4.76105 1.37606 1.18529
H: -2.02165 1.06336 0.13249
H: -4.87695 -2.76784 -1.87811
H: -4.58895 -4.49664 -1.74411
H: -5.40265 -3.66054 -0.44261
H: -2.48515 -3.63524 -2.57141
H: -1.22095 -3.40754 -1.36811
H: -2.10745 -4.93314 -1.45241
H: -3.71925 -3.73764 1.54479
H: -3.40875 -5.17804 0.58299
H: -2.06935 -4.14104 1.08449
H: -2.26805 -2.05534 -4.33801
H: -0.83885 -2.75744 -6.19141
H: 1.49095 -2.00994 -6.34211
H: 2.46625 -0.56054 -4.62541
H: 3.64675 0.43166 2.42079
H: 3.55515 2.16516 2.73459
H: 2.09495 1.27766 2.27479
H: 5.59865 1.34136 0.90779
H: 5.16845 2.14376 -0.62171
H: 5.09615 3.02246 0.89939
H: 1.55775 2.56706 0.11969
H: 2.65895 3.63196 1.00729
H: 2.94665 3.31736 -0.69601
C: 0.57345 6.02546 -2.37691
N: 0.93565 6.23306 -0.99641
C: 0.51905 5.39846 -0.03171
S: -0.34795 4.02336 -0.38131
N: 0.83885 5.67046 1.24999
C: 1.60455 6.80326 1.71469
H: 1.23415 6.60866 -3.01231
H: -0.46425 6.31026 -2.56661
H: 0.67665 4.96586 -2.60691
H: 1.27305 7.14616 -0.73751
H: 0.46985 5.02426 1.92939
H: 2.57575 6.84926 1.21259
H: 1.77805 6.68966 2.78169
H: 1.07155 7.74646 1.55619

Its net charge is +1. Its HOMO energy (spin up / spin down) is -8.14 / -9.11 eV. The spin multiplicity is 4. For the LUMO energy (spin up / spin down), the calculation gives -0.087 / -0.081 Ha. The maximum force is 0.0802 Eh/bohr. The gap between HOMO and LUMO (spin up / spin down) is 5.78 / 6.91 eV.

Record 3
# C41H63BrF5N3O22S3

6 unconnected molecules or ions with the total composition C41H63BrF5N3O22S3 (ωB97M-V/def2-TZVPD, OMol25).

Geometry (Å):
C: 4.24967 -0.50618 1.95605
C: 5.15427 -1.35037 1.04025
N: 4.36230 -2.01837 -0.00645
C: 3.97079 -1.10044 -1.11174
C: 4.98080 -1.02453 -2.25000
C: 4.78813 -3.26370 -0.40529
S: 6.23202 -3.95907 -0.10264
S: 3.53185 -4.13955 -1.33399
C: 2.17624 -4.03446 -0.10967
C: 0.90531 -3.45844 -0.75353
C: -0.43307 -3.99079 -0.23154
C: -1.08164 -3.25387 1.00114
N: -0.52064 -1.95346 1.21013
Br: 0.92708 -1.64394 2.30186
C: -2.62147 -3.08870 0.70754
C: -3.58439 -2.92624 1.90784
C: -4.07716 -1.53873 2.35559
C: -3.05216 -0.43787 2.59226
O: -5.08147 -1.07880 1.43811
O: -2.71548 -1.99553 -0.19399
C: -3.50116 -2.08815 -1.40429
C: -4.77126 -2.94358 -1.24203
C: -5.35997 -3.39519 -2.55361
O: -5.75814 -4.50086 -2.75310
C: -2.64999 -2.69218 -2.54039
C: -1.23207 -2.17173 -2.63584
O: -0.48096 -2.53794 -3.48955
C: -3.90385 -0.63429 -1.78215
C: -3.01465 0.49106 -1.22994
C: -3.07682 1.76076 -2.09899
C: -3.13848 3.06853 -1.29766
N: -2.35376 3.00458 -0.03284
C: -1.61088 4.21201 0.18979
C: -0.17199 4.14770 -0.24629
O: -2.10880 5.17833 0.68522
S: -0.81220 -4.54879 2.32204
O: 0.55348 -4.97308 2.32621
O: -1.86339 -5.51308 2.12683
C: -1.03906 -3.88823 4.08902
F: 0.16063 -3.84988 4.65816
F: -1.57357 -2.65504 4.12688
C: -1.90962 -4.82190 4.97491
F: -1.33999 -6.00605 5.10016
F: -3.14630 -4.96383 4.50573
F: -2.00854 -4.25285 6.18568
H: 4.76592 0.39619 2.27274
H: 3.32671 -0.25042 1.43022
H: 3.95941 -1.10914 2.82355
H: 5.66084 -2.12235 1.61683
H: 5.91527 -0.71437 0.56940
H: 3.00894 -1.44137 -1.50494
H: 3.79316 -0.11108 -0.68398
H: 4.80237 -0.11001 -2.82019
H: 6.01438 -1.00677 -1.88753
H: 4.87530 -1.86481 -2.94250
H: 2.01579 -5.04449 0.26368
H: 2.56274 -3.39424 0.67952
H: 0.93486 -3.73734 -1.81397
H: 0.93593 -2.36481 -0.74862
H: -1.17485 -3.93242 -1.03100
H: -0.31779 -5.06297 -0.03842
H: -1.19872 -1.21048 1.26187
H: -2.88431 -4.03390 0.22070
H: -3.20561 -3.42966 2.78959
H: -4.49457 -3.47677 1.64738
H: -4.56555 -1.72245 3.32469
H: -2.61381 -0.09667 1.65389
H: -2.26741 -0.73761 3.29021
H: -3.55966 0.43069 3.02801
H: -5.73543 -0.57359 1.93502
H: -4.62099 -3.85012 -0.65151
H: -5.55186 -2.36135 -0.74346
H: -5.45020 -2.62660 -3.34833
H: -2.58068 -3.78528 -2.46289
H: -3.10849 -2.45757 -3.50767
H: -0.90141 -1.42455 -1.89713
H: -4.92092 -0.44821 -1.42347
H: -3.93356 -0.54862 -2.87445
H: -3.37241 0.74393 -0.23383
H: -1.97531 0.16903 -1.16598
H: -3.95688 1.72134 -2.75325
H: -2.21740 1.79366 -2.77236
H: -4.17430 3.36422 -1.09888
H: -2.72187 3.87305 -1.91406
H: -3.00851 2.97462 0.74505
H: 0.40166 4.93572 0.24116
H: -0.12507 4.27715 -1.33344
H: 0.24338 3.16587 -0.01527
O: 4.91828 2.44563 1.16405
C: 5.00529 3.19270 2.08483
O: 5.27299 4.51425 1.97903
C: 5.07046 5.12517 3.25706
C: 5.24800 3.94848 4.20174
O: 4.85147 2.84449 3.38157
H: 5.79495 5.92118 3.40206
H: 4.06096 5.53732 3.29018
H: 6.28809 3.80643 4.49861
H: 4.61890 3.99221 5.08593
O: -5.94981 0.17162 9.12069
C: -5.56347 -0.68814 8.40141
O: -5.62129 -0.64707 7.04507
C: -4.86372 -1.74016 6.52419
C: -4.87770 -2.72049 7.68292
O: -4.99939 -1.85036 8.80993
H: -5.33677 -2.12128 5.62249
H: -3.85553 -1.39153 6.28950
H: -5.74378 -3.38377 7.65451
H: -3.97021 -3.31170 7.76268
O: -1.76634 0.74963 -5.01871
C: -1.79318 -0.23100 -5.69194
O: -2.86904 -1.05353 -5.79863
C: -2.60661 -2.00556 -6.83768
C: -1.08809 -2.01455 -6.88323
O: -0.76965 -0.69423 -6.42927
H: -3.04462 -2.96472 -6.57539
H: -3.05135 -1.64050 -7.76468
H: -0.65374 -2.73154 -6.18577
H: -0.67747 -2.16835 -7.87686
O: 4.72864 1.40892 -4.60284
C: 4.98886 2.30082 -3.85892
O: 4.78903 2.27541 -2.52082
C: 5.43500 3.42280 -1.94690
C: 5.49122 4.37703 -3.12084
O: 5.52604 3.48020 -4.24070
H: 4.85473 3.79477 -1.11204
H: 6.42355 3.11909 -1.59861
H: 4.59684 4.99122 -3.18287
H: 6.37656 5.00826 -3.12893
O: 3.20109 6.07522 -1.89341
C: 3.29290 7.17574 -2.33673
O: 4.29100 8.04089 -2.04356
C: 4.20214 9.15744 -2.93748
C: 2.73984 9.11964 -3.34704
O: 2.42781 7.72904 -3.21125
H: 4.49367 10.06607 -2.41901
H: 4.87403 8.98348 -3.77900
H: 2.10199 9.68714 -2.66806
H: 2.55859 9.43737 -4.36947

Its HOMO energy is -7.60 eV. For the LUMO energy, the calculation gives 0.004 Ha. Its structure (SMILES) is CCN(CC)C(=S)SCCC[C@@](NBr)([C@@H](C[C@@H](C)O)OC(CC=O)(CC=O)CCCCNC(C)=O)S(=O)(=O)C(F)(F)C(F)(F)F.O=C1OCCO1.O=C1OCCO1.O=C1OCCO1.O=C1OCCO1.O=C1OCCO1. The maximum force is 0.0199 Eh/bohr. The gap between HOMO and LUMO is 7.72 eV.

For each record above, in turn, the calculated M values are 1259.44 837.79 1221.05 g mol⁻¹.